Record 1
{
  "formula": "C42H55As3F3N5S2Sc",
  "method": "ωB97M-V with the def2-TZVPD basis set",
  "charge": 1,
  "multiplicity": 1,
  "homo_ev": -9.664,
  "lumo_energy_ev": -2.191,
  "symbols": ["As", "As", "As", "Sc", "S", "S", "F", "F", "F", "N", "N", "N", "N", "N", "C", "C", "C", "C", "C", "C", "C", "C", "C", "C", "C", "C", "C", "C", "C", "C", "C", "C", "C", "C", "C", "C", "C", "C", "C", "C", "C", "C", "C", "C", "C", "C", "C", "C", "C", "C", "C", "C", "C", "C", "C", "C", "H", "H", "H", "H", "H", "H", "H", "H", "H", "H", "H", "H", "H", "H", "H", "H", "H", "H", "H", "H", "H", "H", "H", "H", "H", "H", "H", "H", "H", "H", "H", "H", "H", "H", "H", "H", "H", "H", "H", "H", "H", "H", "H", "H", "H", "H", "H", "H", "H", "H", "H", "H", "H", "H", "H"],
  "coordinates": [[-2.214, -2.535, -1.369], [0.868, -2.181, 0.421], [1.976, -7.044, -1.667], [-1.172, -0.087, -0.234], [1.839, 0.731, 1.432], [-2.103, -1.337, 2.037], [3.898, 7.504, 2.443], [3.792, 6.145, 4.099], [2.420, 7.796, 3.984], [4.119, 1.997, 1.348], [3.104, 1.851, 3.453], [-2.262, -0.555, 4.579], [-2.840, 0.285, -1.304], [-4.012, -0.034, 3.381], [-6.541, 1.927, -2.603], [0.414, 4.175, 1.201], [0.206, -6.131, -1.350], [-0.061, -4.616, -1.268], [3.029, 6.865, 3.237], [-2.756, -2.469, -3.260], [5.237, 2.892, 3.181], [-5.302, 1.569, -2.109], [-1.589, -4.430, -1.320], [-4.264, 1.245, -2.978], [1.510, 4.729, 0.533], [-1.744, 1.399, -3.153], [-4.000, -2.831, -0.642], [3.068, 1.581, 2.149], [0.485, -4.114, 0.078], [5.207, 2.632, 1.838], [-4.384, 0.419, 4.709], [2.258, -6.641, -3.584], [-0.711, 1.981, 0.305], [-5.745, 1.577, -4.839], [-2.800, -0.598, 3.357], [0.577, -3.862, -2.432], [6.283, 2.979, 0.869], [0.551, 1.130, -3.842], [1.224, -2.544, 2.313], [0.533, 2.387, -4.427], [-1.756, 2.655, -3.754], [-3.117, 0.117, 5.538], [-0.629, 3.141, -4.391], [0.114, 4.614, 2.496], [-4.496, 1.231, -4.351], [4.094, 2.760, 5.432], [-0.280, 3.067, 0.653], [-6.758, 1.947, -3.970], [-0.578, 0.640, -3.210], [2.757, -2.122, -0.162], [2.339, 5.623, 1.177], [4.130, 2.484, 3.970], [0.941, 5.507, 3.142], [2.071, 5.989, 2.491], [3.386, -5.824, -0.992], [-2.938, 0.908, -2.395], [-1.991, -4.940, -2.204], [3.201, 6.031, 0.671], [-4.461, -3.732, -1.057], [1.353, -6.838, -4.154], [-0.661, 4.110, -4.864], [5.902, 3.672, 0.120], [3.318, -4.812, -1.384], [-0.758, 4.225, 2.998], [3.387, 3.568, 5.616], [-5.938, 1.560, -5.901], [4.335, -6.251, -1.312], [-7.715, 2.257, -4.361], [7.134, 3.433, 1.368], [2.583, -5.620, -3.773], [6.079, 3.392, 3.629], [1.659, -3.959, -2.407], [3.292, -3.018, 0.160], [0.212, -4.248, -3.383], [-5.098, 1.564, -1.048], [-3.326, -0.539, 6.387], [-0.418, -6.562, -2.141], [-1.894, -2.404, -3.927], [5.070, 3.058, 5.806], [-4.633, -0.008, 2.592], [6.619, 2.085, 0.343], [-3.368, -1.574, -3.390], [-2.639, 1.028, 5.910], [0.724, 5.816, 4.154], [3.395, -5.790, 0.096], [-2.039, -4.905, -0.439], [0.284, -2.783, 2.810], [0.321, -2.795, -2.360], [4.051, 1.783, 0.361], [1.419, 2.773, -4.910], [1.725, 4.435, -0.484], [-0.223, -4.395, 0.872], [1.445, 0.529, -3.886], [-5.253, -0.138, 5.074], [1.427, -4.630, 0.301], [1.904, -3.395, 2.410], [-3.701, 0.959, -5.031], [-0.576, -0.380, -2.810], [-2.656, 3.250, -3.717], [-3.946, -2.916, 0.444], [3.030, -7.313, -3.956], [-3.347, -3.351, -3.521], [-0.164, -6.579, -0.419], [3.218, -1.253, 0.308], [1.667, -1.674, 2.797], [-1.319, -0.838, 4.781], [2.836, -2.005, -1.245], [-7.343, 2.190, -1.931], [-4.630, 1.484, 4.698], [3.733, 1.884, 5.967], [-4.603, -1.958, -0.895]]
}

***

Record 2
{
  "formula": "C39H24HfN11S4Se",
  "method": "ωB97M-V with the def2-TZVPD basis set",
  "charge": 1,
  "multiplicity": 1,
  "homo_ev": -10.011,
  "lumo_energy_ev": -3.481,
  "symbols": ["Hf", "Se", "S", "S", "S", "S", "N", "N", "N", "N", "N", "N", "N", "N", "N", "N", "N", "C", "C", "C", "C", "C", "C", "C", "C", "C", "C", "C", "C", "C", "C", "C", "C", "C", "C", "C", "C", "C", "C", "C", "C", "C", "C", "C", "C", "C", "C", "C", "C", "C", "C", "C", "C", "C", "C", "C", "H", "H", "H", "H", "H", "H", "H", "H", "H", "H", "H", "H", "H", "H", "H", "H", "H", "H", "H", "H", "H", "H", "H", "H"],
  "coordinates": [[-0.128, -0.440, 1.243], [1.140, -3.928, 4.017], [0.627, 0.274, 3.527], [-1.360, 1.101, -1.213], [1.583, 1.257, 0.422], [3.881, -6.328, -2.195], [-2.528, -0.732, 1.238], [-1.441, 1.687, 1.637], [4.331, -5.343, -1.002], [-1.223, -0.088, -3.630], [-0.616, 2.153, -3.486], [0.014, -1.947, -0.657], [5.731, 5.206, 2.562], [2.014, -1.642, 1.122], [-0.471, -2.330, 2.173], [2.428, -5.720, -2.534], [4.392, 4.206, 6.311], [-4.753, 0.140, 1.579], [3.305, 2.827, 1.799], [-4.431, -2.171, 1.040], [3.961, 3.722, 5.362], [0.092, 3.590, -5.316], [-3.609, 2.658, 2.078], [-1.018, -2.135, -1.478], [-5.033, 2.471, 2.156], [-5.280, -1.135, 1.321], [1.847, 1.519, 3.207], [2.250, -4.705, -1.702], [-3.367, 0.295, 1.516], [-0.597, 1.161, -5.580], [3.865, 3.440, 2.905], [2.993, -1.449, 1.997], [2.292, 1.873, 1.921], [3.292, -3.423, 0.161], [0.170, -2.978, 2.936], [-0.027, -4.043, -2.490], [-1.640, 4.007, 2.176], [-2.996, 3.901, 2.307], [-1.209, -1.283, -5.711], [-0.388, 2.269, -4.813], [-2.783, 1.582, 1.756], [-5.582, 1.267, 1.911], [4.902, 4.426, 2.717], [4.326, -3.189, 1.067], [1.051, -2.813, -0.729], [-1.055, 1.011, -2.876], [4.172, -2.191, 1.992], [-0.896, 2.873, 1.825], [1.072, -3.853, -1.654], [2.418, 2.143, 4.318], [3.412, 3.097, 4.185], [-1.087, -3.178, -2.393], [3.335, -4.489, -0.828], [2.157, -2.620, 0.211], [-3.057, -1.929, 1.022], [-1.007, -0.019, -4.936], [-0.472, 2.945, -2.870], [-1.156, -1.119, -6.784], [2.832, -0.683, 2.736], [-2.363, -2.739, 0.855], [-2.174, -1.718, -5.454], [-6.352, -1.287, 1.361], [5.215, -3.805, 1.028], [-6.654, 1.122, 1.963], [0.154, 3.585, -6.400], [3.654, 3.099, 0.812], [0.169, 2.945, 1.680], [1.082, 3.807, -4.911], [-1.126, 4.944, 2.336], [-3.602, 4.757, 2.577], [-0.436, 1.194, -6.647], [-4.797, -3.170, 0.851], [-1.964, -3.277, -3.017], [4.935, -1.976, 2.727], [-1.807, -1.399, -1.430], [-0.582, 4.389, -5.004], [-0.015, -4.863, -3.198], [-5.652, 3.321, 2.414], [-0.438, -2.002, -5.426], [2.074, 1.874, 5.308]]
}

***

Record 3
{
  "formula": "C6H27B3NSn",
  "method": "ωB97M-V with the def2-TZVPD basis set",
  "charge": -1,
  "multiplicity": 1,
  "homo_ev": -5.219,
  "lumo_energy_ev": 1.100,
  "symbols": ["Sn", "N", "C", "C", "C", "C", "C", "C", "B", "B", "B", "H", "H", "H", "H", "H", "H", "H", "H", "H", "H", "H", "H", "H", "H", "H", "H", "H", "H", "H", "H", "H", "H", "H", "H", "H", "H", "H"],
  "coordinates": [[1.828, -0.126, 0.487], [-0.929, 1.245, 0.289], [-0.372, 2.449, -1.832], [-0.918, 2.493, -0.510], [-2.698, 2.306, 1.784], [-1.277, 1.740, 1.646], [-1.737, 0.176, -0.268], [-1.565, -1.009, 0.638], [3.163, -2.409, 2.292], [2.190, -0.494, -2.822], [0.713, -3.066, -0.754], [-1.021, 1.892, -2.509], [-2.745, 3.369, 1.545], [2.243, -2.973, 2.319], [-0.097, 3.414, -2.257], [1.769, -3.138, -0.967], [2.518, 0.369, -2.263], [2.906, -1.421, 2.644], [-0.312, 3.205, 0.051], [1.115, -0.509, -2.908], [0.590, -3.292, 0.293], [-1.409, -0.044, -1.284], [3.414, -2.408, 1.242], [-1.657, -2.014, 0.227], [2.692, -0.514, -3.777], [-2.407, -0.985, 1.329], [-0.645, 2.468, 2.155], [0.493, -2.010, -0.790], [-1.879, 3.000, -0.609], [-3.432, 1.710, 1.243], [2.509, -1.297, -2.175], [0.172, -3.684, -1.453], [-0.749, -1.088, 1.357], [-3.049, 2.208, 2.811], [-1.199, 0.891, 2.325], [4.039, -2.731, 2.833], [-2.793, 0.417, -0.388], [0.538, 1.861, -1.946]]
}

***

Record 4
{
  "formula": "C19H33N2O11P3S",
  "method": "ωB97M-V with the def2-TZVPD basis set",
  "multiplicity": 1,
  "homo_ev": -8.458,
  "lumo_energy_ev": -1.665,
  "smiles": "C[C@H](O)COc1cc(CC=O)c2nccnc2c1[PH2]=S.COP(=O)(OC)OC.COP(=O)(OC)OC",
  "symbols": ["S", "P", "P", "P", "O", "O", "O", "O", "O", "O", "O", "O", "O", "O", "O", "N", "N", "C", "C", "C", "C", "C", "C", "C", "C", "C", "C", "C", "C", "C", "C", "C", "C", "C", "C", "C", "H", "H", "H", "H", "H", "H", "H", "H", "H", "H", "H", "H", "H", "H", "H", "H", "H", "H", "H", "H", "H", "H", "H", "H", "H", "H", "H", "H", "H", "H", "H", "H", "H"],
  "coordinates": [[1.695, -2.188, -5.882], [-3.317, 2.267, 3.191], [1.332, -3.641, -4.639], [3.901, 3.309, 0.790], [2.347, 2.891, 0.804], [-3.132, 2.992, 4.488], [0.999, -0.667, -2.868], [4.626, 2.009, 1.404], [-2.745, 0.764, 3.155], [-2.603, 2.959, 1.924], [-4.985, -1.532, -2.093], [-4.840, 2.083, 2.699], [4.105, -2.187, -1.211], [4.423, 3.787, -0.529], [4.000, 4.383, 1.985], [-1.045, -5.684, -3.707], [-3.467, -4.982, -1.516], [-2.317, -2.567, -1.181], [-0.002, -3.223, -3.338], [5.692, 1.451, 0.664], [2.610, -2.120, -1.357], [0.059, -1.750, -2.619], [-3.293, -6.279, -2.256], [-4.550, -1.078, -0.885], [-3.503, -2.112, -0.092], [-1.365, 0.602, 3.403], [-2.345, -4.067, -1.916], [5.288, 4.861, 2.311], [2.045, -2.051, 0.187], [-2.115, -6.662, -3.312], [-2.998, 4.277, 1.608], [2.311, -0.822, -2.280], [1.416, 3.892, 0.450], [-5.855, 2.631, 3.513], [-1.158, -1.440, -1.513], [-1.163, -4.369, -2.992], [-2.109, -7.737, -3.781], [0.941, -1.684, 0.295], [-2.267, 4.707, 0.920], [2.590, -3.890, -3.920], [0.984, -4.901, -5.256], [2.144, -3.159, 0.617], [2.732, -1.364, 0.845], [-4.167, -3.033, 0.250], [-4.112, -7.122, -2.043], [-1.113, 0.966, 4.403], [5.831, 4.098, 2.875], [5.847, 5.121, 1.408], [-6.825, 2.308, 3.127], [-4.879, -0.031, -0.460], [0.409, 3.470, 0.509], [2.559, 0.145, -1.626], [-0.779, 1.139, 2.653], [2.310, -3.162, -1.796], [-1.221, -0.399, -0.942], [1.482, 4.735, 1.143], [1.597, 4.235, -0.572], [-3.044, 4.897, 2.507], [5.185, 5.754, 2.931], [3.111, -0.797, -3.166], [-5.754, 2.280, 4.544], [-1.121, -0.462, 3.342], [-3.051, -1.640, 0.883], [6.546, 2.132, 0.675], [5.383, 1.251, -0.365], [-3.976, 4.259, 1.119], [4.533, -2.084, -2.117], [-5.807, 3.722, 3.481], [5.986, 0.507, 1.132]]
}

***

Record 5
{
  "formula": "C3H14N2O",
  "method": "ωB97M-V with the def2-TZVPD basis set",
  "s_squared": 0.754,
  "charge": 1,
  "multiplicity": 2,
  "homo_ev": [-9.309, -14.082],
  "lumo_energy_ev": [-2.955, -3.098],
  "symbols": ["O", "N", "N", "C", "C", "C", "H", "H", "H", "H", "H", "H", "H", "H", "H", "H", "H", "H", "H", "H"],
  "coordinates": [[1.162, 1.201, 2.522], [-2.772, 0.048, -1.129], [1.613, 0.620, 0.046], [-0.930, -0.349, -0.135], [0.062, -0.991, -1.008], [1.422, -0.843, -0.336], [2.297, -1.050, -0.974], [1.505, -1.416, 0.590], [2.605, 0.707, -0.095], [1.064, 1.194, -0.591], [1.450, 0.997, 1.038], [-0.898, 0.715, 0.145], [-1.529, -0.939, 0.514], [1.284, 1.880, 3.214], [-0.079, -2.075, -1.136], [-0.136, -0.464, -1.942], [-3.224, -0.754, -1.599], [-2.885, 0.852, -1.749], [-3.442, 0.250, -0.388], [1.430, 0.418, 3.015]]
}

***

Record 6
{
  "formula": "H6O3",
  "method": "ωB97M-V with the def2-TZVPD basis set",
  "multiplicity": 1,
  "homo_ev": -10.160,
  "lumo_energy_ev": 0.374,
  "smiles": "O.O.O",
  "symbols": ["O", "O", "O", "H", "H", "H", "H", "H", "H"],
  "coordinates": [[1.749, -0.950, 1.784], [-1.565, 1.275, -0.728], [0.250, -0.859, -0.385], [1.238, -0.886, 0.933], [-2.311, 1.635, -0.236], [0.163, -1.563, -1.036], [-1.460, 1.863, -1.484], [-0.487, -0.249, -0.571], [2.424, -0.268, 1.723]]
}

***

Record 7
{
  "formula": "C4H5FS",
  "method": "ωB97M-V with the def2-TZVPD basis set",
  "multiplicity": 1,
  "homo_ev": -8.851,
  "lumo_energy_ev": -1.140,
  "smiles": "C/C=C(/F)C=S",
  "symbols": ["S", "F", "C", "C", "C", "C", "H", "H", "H", "H", "H"],
  "coordinates": [[1.971, 0.871, 1.217], [-0.864, 1.872, -1.140], [-0.670, -0.374, -0.548], [0.696, 1.592, 0.487], [-0.098, -1.591, 0.124], [-0.232, 0.969, -0.357], [0.825, -1.235, 0.658], [0.654, 2.688, 0.619], [-0.901, -1.947, 0.724], [-1.538, -0.473, -1.188], [0.156, -2.371, -0.597]]
}

***

Record 8
{
  "formula": "C17H24N3O3PdS",
  "method": "ωB97M-V with the def2-TZVPD basis set",
  "charge": 1,
  "multiplicity": 1,
  "homo_ev": -11.486,
  "lumo_energy_ev": -3.191,
  "symbols": ["Pd", "S", "O", "O", "O", "N", "N", "N", "C", "C", "C", "C", "C", "C", "C", "C", "C", "C", "C", "C", "C", "C", "C", "C", "C", "H", "H", "H", "H", "H", "H", "H", "H", "H", "H", "H", "H", "H", "H", "H", "H", "H", "H", "H", "H", "H", "H", "H", "H"],
  "coordinates": [[0.150, -0.816, -0.924], [1.194, -0.655, 1.951], [-0.156, -1.190, 1.503], [2.076, -0.785, -1.124], [3.864, 0.529, -0.887], [0.439, 1.275, -1.056], [0.472, -2.827, -1.256], [-1.890, -1.345, -1.009], [-2.281, 4.446, -1.164], [-0.945, 4.711, -1.130], [-2.732, 3.108, -1.182], [1.733, 1.547, -1.046], [-1.842, 2.075, -1.149], [-0.455, 2.319, -1.097], [0.000, 3.656, -1.100], [0.415, -0.462, 4.470], [1.547, -1.485, 4.534], [1.391, 3.898, -1.085], [0.795, 0.456, 3.319], [2.256, 2.850, -1.066], [2.677, 0.373, -1.008], [-1.625, -3.337, -2.447], [1.830, -1.930, 3.092], [-0.106, -3.340, -2.515], [-2.235, -1.952, -2.319], [1.690, 1.046, 3.533], [0.000, 1.109, 2.963], [0.245, -2.697, -3.322], [0.229, -3.428, -0.473], [-2.174, 1.055, -1.181], [-2.999, 5.254, -1.187], [2.442, -1.021, 4.953], [-1.851, -1.298, -3.103], [-1.994, -2.026, -0.259], [3.330, 2.961, -1.062], [0.289, 0.080, 5.406], [-3.318, -2.014, -2.434], [-3.794, 2.906, -1.227], [-0.583, 5.731, -1.130], [1.490, -2.783, -1.315], [-0.529, -0.954, 4.232], [-1.956, -3.960, -1.608], [-2.537, -0.600, -0.784], [1.280, -2.824, 2.803], [1.292, -2.337, 5.162], [0.254, -4.351, -2.715], [2.889, -2.077, 2.885], [1.751, 4.919, -1.092], [-2.016, -3.809, -3.349]]
}

***

Energy relative to the best compared isomer or geometry (same formula, charge and spin), record by record: 58.4 5.4 133.2 315.3 11.9 6.6 25.0 4.7 kcal/mol